No. 1
{
  "formula": "C23H26ClF6IrN5O7S2",
  "method": "the ωB97M-V functional and the def2-TZVPD basis",
  "elements": ["Ir", "Cl", "S", "S", "F", "F", "F", "F", "F", "F", "O", "O", "O", "O", "O", "O", "O", "N", "N", "N", "N", "N", "C", "C", "C", "C", "C", "C", "C", "C", "C", "C", "C", "C", "C", "C", "C", "C", "C", "C", "C", "C", "C", "C", "C", "H", "H", "H", "H", "H", "H", "H", "H", "H", "H", "H", "H", "H", "H", "H", "H", "H", "H", "H", "H", "H", "H", "H", "H", "H", "H"],
  "xyz": [[-0.085, -0.238, 0.233], [7.696, -0.559, 3.242], [-0.236, 3.348, -1.326], [1.909, 1.600, -1.575], [3.095, 2.375, -3.762], [-1.326, 5.674, -1.439], [1.136, 1.490, -4.056], [0.125, 5.297, -3.006], [0.794, 5.730, -0.991], [2.832, 0.228, -3.588], [-0.722, 3.244, 0.028], [-1.968, 0.730, 0.194], [-1.042, 2.742, -2.357], [3.124, 1.379, -0.873], [1.645, -1.265, 0.408], [1.357, 0.610, 1.392], [0.911, 0.500, -1.451], [1.308, 2.992, -1.437], [-0.803, -0.984, 1.973], [-2.208, -2.607, -3.134], [-2.277, 1.937, 2.075], [-1.177, -1.361, -1.311], [-0.890, -3.160, -3.032], [-2.247, -1.254, -3.590], [-2.546, 1.667, 0.815], [-3.623, 2.442, 0.136], [6.089, -0.505, 2.643], [4.319, -1.527, 1.406], [2.173, -0.360, 1.161], [4.006, 0.648, 2.437], [-1.167, 1.336, 2.800], [2.281, 1.419, -3.372], [-1.263, -0.170, 2.948], [3.513, -0.421, 1.684], [-1.747, -0.711, 4.128], [-0.138, 5.149, -1.719], [-1.734, -2.079, 4.336], [5.609, -1.572, 1.889], [-1.586, -0.429, -2.393], [-0.212, -2.340, -1.845], [-3.048, -2.871, -2.004], [-0.746, -2.309, 2.191], [5.297, 0.606, 2.919], [-1.201, -2.895, 3.351], [-2.368, -2.064, -0.810], [-3.062, -1.332, -0.409], [-3.150, 3.272, -0.393], [-3.275, -0.939, -3.753], [-2.715, 2.749, 2.483], [-4.055, -2.509, -2.194], [5.702, 1.423, 3.498], [3.932, -2.341, 0.809], [6.253, -2.416, 1.686], [-2.076, -2.762, -0.030], [-3.064, -3.937, -1.790], [0.088, -3.021, -1.052], [-1.125, -3.966, 3.477], [-2.293, 0.285, -1.990], [-0.720, 0.104, -2.765], [-0.226, 1.628, 2.338], [-1.661, -1.142, -4.498], [-0.946, -4.219, -2.790], [-0.286, -2.895, 1.406], [-1.182, 1.757, 3.802], [-0.346, -3.011, -3.961], [-4.120, 1.817, -0.602], [0.663, -1.808, -2.210], [-4.352, 2.834, 0.842], [-2.114, -0.043, 4.896], [3.381, 1.510, 2.624], [-2.108, -2.498, 5.260]],
  "homo_lumo_gap_ev": [7.95, 4.23],
  "charge": 2,
  "largest_force_ev_per_a": 0.7,
  "spin_multiplicity": 2
}

No. 2
{
  "formula": "C23H26ClN3O4S",
  "method": "the ωB97M-V functional and the def2-TZVPD basis",
  "elements": ["Cl", "S", "O", "O", "O", "O", "N", "N", "N", "C", "C", "C", "C", "C", "C", "C", "C", "C", "C", "C", "C", "C", "C", "C", "C", "C", "C", "C", "C", "C", "C", "C", "H", "H", "H", "H", "H", "H", "H", "H", "H", "H", "H", "H", "H", "H", "H", "H", "H", "H", "H", "H", "H", "H", "H", "H", "H", "H"],
  "xyz": [[4.457, -4.746, 1.020], [0.231, 1.926, 1.487], [0.620, 0.241, -1.500], [-4.446, -3.652, -0.467], [1.423, 1.131, 1.333], [0.019, 2.504, 2.782], [0.203, 3.234, 0.414], [-4.356, -1.416, -0.009], [2.808, 0.560, -0.960], [2.392, -1.845, -0.771], [-1.031, -0.395, 0.794], [4.333, -0.846, 0.233], [-2.318, -2.582, 0.151], [-5.750, -1.127, -0.212], [1.569, 0.979, -1.321], [-1.191, 0.965, 1.019], [2.790, -3.082, -0.299], [-2.420, 1.592, 0.932], [-2.148, -1.122, 0.457], [3.156, -0.713, -0.501], [2.539, 3.440, -1.284], [-3.551, 0.867, 0.587], [1.409, 2.469, -1.639], [-1.511, -3.021, -1.072], [1.249, 4.191, 0.722], [4.736, -2.081, 0.701], [-3.816, -2.671, -0.155], [-1.994, -3.468, 1.358], [-3.396, -0.490, 0.349], [3.959, -3.197, 0.435], [2.613, 3.713, 0.219], [0.094, 2.948, -0.994], [1.252, 4.310, 1.806], [3.472, 1.275, -0.705], [-0.050, -0.832, 0.879], [-2.475, 2.650, 1.135], [-2.549, -3.140, 2.234], [1.486, -1.747, -1.344], [2.326, 4.385, -1.794], [-1.655, -2.323, -1.894], [-0.242, 3.868, -1.485], [2.196, -3.959, -0.506], [-4.513, 1.346, 0.510], [-6.200, -0.737, 0.703], [2.873, 2.808, 0.769], [4.934, 0.025, 0.448], [3.367, 4.475, 0.424], [-2.268, -4.497, 1.136], [-0.931, -3.419, 1.580], [0.979, 5.146, 0.257], [-5.880, -0.400, -1.017], [-0.669, 2.178, -1.127], [-1.835, -4.011, -1.385], [-0.454, -3.049, -0.823], [1.258, 2.492, -2.727], [3.499, 3.085, -1.668], [5.645, -2.179, 1.273], [-6.237, -2.062, -0.486]],
  "homo_lumo_gap_ev": 9.00,
  "charge": 0,
  "largest_force_ev_per_a": 1.1,
  "smiles": "CN1C(=O)C(C)(C)c2cc(S(=O)(=O)N3CCC[C@@H](C(=O)Nc4ccc(Cl)cc4)C3)ccc21"
}